1.
ORCA calculation (ωB97M-V with the def2-TZVPD basis set) on a 7-piece molecular cluster, C22H58NO28P7 overall.

Output
Gap between HOMO and LUMO ... 6.639 eV
Electronic energy ... -147589.8106 eV
Structure (SMILES) ... NP(O)C1=CC(=O)OC1=O.COP(=O)(OC)OC.COP(=O)(OC)OC.COP(=O)(OC)OC.COP(=O)(OC)OC.COP(=O)(OC)OC.COP(=O)(OC)OC
E_LUMO ... -2.181 eV
Net charge ... 0

The geometry in XYZ format:
```
116
Properties=species:S:1:pos:R:3:forces:R:3
H -2.26541 -13.82777 0.66367 0.08 -0.08 -0.08
H 0.36112 -3.06497 2.28101 0.02 -0.06 0.09
H 0.35312 2.27993 1.33471 -0.06 -0.15 0.03
O -1.82766 -5.46643 0.33035 0.25 -3.12 -1.20
O 2.05973 9.50333 -5.01630 -1.03 0.44 0.75
O -5.15442 2.44861 0.51930 0.88 -0.11 1.43
O -0.15231 -4.64905 -1.17547 -0.07 -0.97 0.27
O -0.16922 0.24120 -0.18195 0.50 -3.72 -0.29
C 0.65789 -0.48861 -1.11774 0.16 0.10 -0.21
H 0.26786 -1.49678 -1.26505 0.06 0.01 -0.09
H 1.68924 -0.54260 -0.75837 -0.01 0.01 -0.02
C 7.61194 -2.26700 3.88704 0.41 0.20 0.22
C -4.16787 4.99493 2.72843 0.03 -2.04 0.67
H -4.46112 -12.24781 4.93585 0.01 0.12 -0.07
H 3.33009 10.56646 -8.41006 -0.18 -0.05 -0.01
H -1.62637 -7.51309 -4.24321 0.10 0.10 0.04
C 4.00153 0.01848 2.84974 0.25 0.11 -0.24
H -0.86678 -13.67812 1.76392 0.00 0.01 -0.02
C -1.31330 -13.32223 0.83085 0.22 -0.06 0.02
O 1.66076 10.75198 -7.25043 -1.04 -0.04 -0.37
H 7.32060 0.51969 6.89238 -0.03 -0.11 0.00
O 1.95466 11.83389 -5.18161 -3.54 0.79 0.76
H 0.45908 -2.70888 4.01378 -0.08 0.12 0.00
O -0.33319 3.15716 -3.40628 -3.26 0.49 1.86
H 1.02960 13.25871 -6.40469 0.00 0.01 0.02
H 3.68316 0.75257 3.59218 -0.10 0.05 -0.12
H -2.05640 -3.02408 -0.77748 0.05 -0.08 -0.04
H 5.72171 0.98955 6.28694 0.09 0.07 0.08
H 3.66818 10.63239 -6.66929 -0.14 -0.05 0.07
C 1.30947 1.77898 1.47371 0.39 0.26 -0.63
H -4.23581 2.14762 0.42594 -0.07 -0.03 -0.60
H -3.34309 -2.81437 -1.98169 0.05 -0.15 -0.11
P -1.34392 -5.53696 -1.27633 1.18 7.35 -1.19
H 4.94458 0.33252 2.39585 0.03 -0.06 0.08
C 3.04067 11.02811 -7.46712 0.16 0.50 -0.03
H -3.70721 -3.59209 -0.43510 0.03 0.10 0.06
C -1.67632 3.13298 -3.92839 -0.02 -0.01 -0.23
H -3.68494 -6.42201 0.14313 0.02 0.02 0.02
H -2.54453 2.13647 3.61644 0.41 0.36 -0.10
P -2.45396 -11.29794 2.12948 3.76 6.72 1.21
H -1.80164 5.47030 -0.23099 -0.04 0.12 0.08
H 1.85001 2.26805 2.28374 -0.03 -0.19 0.11
H -0.64145 -13.55332 0.00763 -0.02 0.12 -0.01
H 8.41482 -1.64965 4.29439 0.04 -0.07 0.05
O 1.15570 0.39886 1.80477 -0.01 -1.08 0.29
P -5.43106 2.40293 2.17027 -1.93 0.24 -0.62
H 0.35734 13.10917 -4.75674 0.04 0.15 0.02
H -2.39371 2.93931 -3.12856 -0.07 -0.07 -0.11
C -2.94886 -3.47508 -1.21099 -0.43 0.13 0.48
H 0.43216 -10.24322 3.72015 -0.13 -0.06 0.06
H -1.91519 4.07867 -4.42001 0.02 -0.01 0.01
P 1.14030 10.44752 -5.72770 7.80 -4.29 -2.06
H -1.77933 -8.09422 -2.57664 -0.03 -0.06 -0.11
O 4.13991 -1.28341 3.46391 0.25 2.88 2.03
H 3.24446 -0.04974 2.07920 -0.02 -0.14 0.08
H 7.07941 0.75952 5.14994 0.00 0.00 0.02
H -0.87187 10.27088 -7.83775 0.01 -0.02 0.01
H 0.72036 7.36377 -2.94780 0.13 0.05 -0.01
O -4.85775 5.62967 2.02095 -0.22 0.84 0.04
O -1.08109 -6.13737 -2.81195 -0.88 -2.47 2.37
H -2.33928 -7.46353 0.68166 -0.13 -0.05 0.17
H -0.84909 6.93196 0.08803 0.09 -0.06 -0.01
H -1.71216 10.16028 -6.26409 -0.10 -0.07 -0.07
O 0.15680 9.22690 -6.34340 -2.38 2.71 1.15
C 1.27216 13.09006 -5.35094 0.17 0.10 -0.12
H -3.04357 -6.27596 1.79168 0.11 0.09 -0.03
C -3.75997 -12.45718 4.13167 0.02 -0.05 0.24
O -1.19506 -11.34680 3.16677 -0.55 -0.41 0.39
O -3.20680 5.48814 3.62445 0.43 0.68 -1.07
P -0.23478 -0.35033 1.39857 -1.89 7.86 3.33
H 3.18961 12.10637 -7.54695 0.11 -0.01 0.02
P 5.25398 -1.42483 4.69838 2.57 -7.02 -1.52
O 4.88452 -2.78142 5.18154 -0.41 0.96 0.36
H 1.64872 -1.99819 2.91037 -0.02 0.00 0.05
C -2.26741 4.49526 3.67332 0.36 -3.11 0.68
H -1.53261 6.66718 -1.52925 -0.01 0.00 0.03
C 0.01631 -10.68327 2.81547 0.39 -0.28 -0.20
H 0.64307 0.04182 -2.06713 -0.05 0.12 0.10
C -1.91803 -7.23394 -3.23340 -0.14 -0.06 -0.19
O 1.34895 3.73735 -1.91175 -0.81 -0.49 0.67
H 1.97816 6.11930 -2.76031 -0.12 -0.18 0.06
O -3.50775 -11.22535 3.42470 -0.37 -3.03 -1.89
O -1.09894 4.57595 3.82836 0.66 1.46 0.39
H 1.47089 6.64129 -4.37439 -0.20 -0.09 -0.05
H -5.75089 0.47135 3.29880 0.08 -0.07 -0.01
O -0.27569 -1.15598 2.86841 1.02 -2.59 -2.69
O -2.67090 -4.73918 -1.79421 0.05 -0.75 -0.48
C -1.07398 9.63230 -6.97505 -0.05 -0.10 -0.21
H 1.89831 1.86354 0.55951 -0.10 0.17 -0.04
O 0.09610 5.45363 -3.41605 -0.95 -0.47 -0.18
H 1.93148 13.88485 -5.00925 0.05 -0.09 0.03
O 6.47618 -1.45309 3.61721 -0.53 0.55 -0.30
O -1.50315 -11.89447 0.87100 -2.62 -2.12 0.64
C -2.77949 -6.46931 0.75507 -0.19 -0.07 0.06
O 0.13120 5.50141 -1.02236 -3.40 -1.30 0.35
O -1.43807 0.48234 1.72823 -0.58 -0.56 -0.25
O -2.69094 -9.93768 1.57669 -0.60 -0.82 -0.38
H -4.20287 -13.19713 3.46300 -0.07 -0.03 0.11
C 1.12855 6.44128 -3.36125 -0.04 0.61 0.23
H -2.83605 -12.85024 4.56082 0.00 0.04 -0.02
P 0.01234 4.32667 -2.24095 8.50 1.12 -2.64
N -5.09343 0.76655 2.58806 1.01 1.48 0.20
O 6.28132 -0.99619 5.96466 -2.29 2.38 -0.62
C 0.60487 -2.29811 3.01772 0.19 -0.11 0.16
C 6.61499 0.40069 6.07330 0.22 0.03 -0.03
C -2.92606 3.13272 3.41859 -1.08 1.91 -0.08
H -2.96871 -6.93627 -3.23777 0.03 0.02 0.01
H -1.59174 8.73743 -7.31268 0.10 -0.05 0.07
H -1.74155 2.32970 -4.65916 0.11 -0.02 0.05
H 0.72921 -11.40958 2.42180 0.04 0.07 -0.05
C -1.08755 6.17701 -0.65799 0.09 0.24 -0.02
H -0.14517 -9.89673 2.07921 -0.14 -0.04 0.00
H -4.13639 0.68873 2.93081 -0.05 -0.71 -0.16
H 7.38314 -3.07244 4.58434 -0.14 0.06 0.01
H 7.94805 -2.69708 2.94473 -0.12 0.08 -0.05
C -4.07448 3.47480 2.83748 -0.21 -1.08 -0.94
```
Positions in Å, forces in eV/Å.

=====

2.
ORCA calculation (ωB97M-V with the def2-TZVPD basis set) on C22H59Fe2N3O23P3Y as an isolated structure.

Output
Gap between HOMO and LUMO (spin up / spin down) ... 5.488 / 5.486 eV
Electronic energy ... -173034.1606 eV
<S²> ... 20.018
E_LUMO (spin up / spin down) ... 3.909 / 3.907 eV
Spin multiplicity ... 9
Net charge ... -2

The geometry in XYZ format:
```
113
Properties=species:S:1:pos:R:3:forces:R:3
C 18.31586 -7.76325 16.15634 -0.88 0.68 0.35
H 21.86093 -12.53953 24.86084 0.16 -0.01 0.14
H 19.33554 -11.23843 16.09268 -0.03 0.08 -0.04
H 14.82391 -7.33342 16.00667 0.00 0.48 0.29
H 19.37449 -9.40760 24.58272 -0.10 0.37 -0.54
O 15.13269 -13.47414 21.40112 -0.04 -0.38 0.19
H 18.18880 -9.97506 23.28389 0.45 0.02 -0.30
H 12.34404 -11.11651 27.52910 -0.09 0.01 0.03
H 20.06947 -8.46134 16.68152 -0.31 -0.67 0.31
O 16.97390 -12.30892 22.30135 0.97 3.84 2.99
C 19.22835 -12.71981 24.75899 0.45 1.35 0.27
H 13.79566 -11.80424 28.25887 0.35 0.31 -0.28
O 14.96774 -9.10610 16.92696 -0.35 -0.36 0.32
H 18.76237 -12.86078 17.86829 -0.43 0.27 -0.17
Fe 19.12017 -8.94650 19.02803 1.21 -1.02 -0.15
H 20.55622 -11.12819 14.93267 -0.08 0.15 -0.54
C 12.25489 -10.97489 21.77900 -0.30 -1.09 0.50
H 20.42368 -6.06492 16.62014 -0.51 0.08 -0.14
C 14.88807 -10.99268 24.46749 0.35 -0.33 -0.59
C 20.12880 -6.69490 17.46350 0.36 -0.63 2.05
O 14.90433 -12.78564 16.53016 -0.23 -0.03 0.15
O 17.04293 -8.81985 19.04684 -1.50 0.46 0.25
H 20.49556 -10.98852 22.28896 -0.88 0.30 -0.57
H 16.27773 -7.49088 18.69818 -0.21 1.02 0.20
H 12.12043 -10.74304 23.86914 -0.01 0.28 0.15
H 13.64313 -12.41554 23.72564 0.43 -0.31 -0.32
H 14.05695 -7.76549 18.89426 -0.06 0.35 0.45
C 18.80441 -10.22557 24.14153 -0.65 -0.84 1.62
C 18.00898 -9.10410 15.49510 0.90 0.85 -0.19
O 19.28440 -9.51450 14.99870 -0.41 -0.21 -0.61
H 12.76004 -9.73521 19.57139 -0.07 -0.03 -0.22
H 17.32807 -8.91847 14.65898 -0.18 -0.22 0.05
O 16.61233 -11.17028 20.10055 -0.05 1.16 -3.57
H 18.63661 -7.02599 15.40744 0.24 -0.30 -0.29
H 15.47674 -5.51884 21.86453 0.05 0.12 0.33
H 20.76000 -12.40644 22.44306 -0.64 -0.96 0.64
H 13.70160 -11.02398 18.80170 0.30 -0.11 0.39
C 19.71334 -11.44521 24.03013 0.70 -1.12 -1.14
C 16.86604 -13.54648 17.65756 -0.43 0.97 -0.02
O 17.68040 -14.15577 21.09308 0.11 0.73 -1.58
H 18.83183 -11.54632 14.45829 0.09 0.46 -0.59
N 19.35684 -7.91858 17.17488 0.64 0.78 -1.63
O 13.41458 -6.50438 24.07139 0.38 -0.02 -0.03
O 21.53647 -11.54864 17.59670 0.45 0.10 1.89
H 14.94804 -12.47511 15.62562 0.15 0.14 0.04
H 16.62545 -11.62619 16.66523 0.12 0.04 0.09
H 20.15354 -5.13931 19.04864 0.17 0.03 -0.16
H 13.29622 -7.85421 16.64451 -0.01 -0.67 0.07
H 12.63640 -6.28728 22.19070 0.28 -0.65 -0.17
H 13.54418 -4.93783 22.69860 -0.16 0.05 0.49
Y 18.56207 -12.05665 20.57703 -0.70 -3.13 0.54
H 17.03594 -14.02732 16.69008 0.47 -0.57 0.26
H 16.24625 -14.14128 18.32498 0.12 -0.34 -0.08
N 14.05328 -11.54603 23.39803 -1.19 1.49 0.16
C 12.91631 -10.82068 19.52805 -0.14 0.53 -0.62
H 21.03723 -7.17633 17.84707 0.28 0.63 0.12
C 13.06436 -11.93908 27.44861 -0.17 0.40 0.96
P 16.92020 -9.65437 20.33614 0.79 -3.66 0.69
O 20.18057 -13.76826 24.77376 0.32 0.14 -0.36
C 18.94286 -6.35170 20.95188 -1.60 0.39 0.71
H 14.60996 -6.78072 21.08268 0.40 -0.37 -0.02
C 16.04543 -12.31755 17.27879 -0.27 -0.13 -0.16
H 18.31326 -13.06370 24.27736 0.02 -0.30 0.08
O 15.76105 -6.63079 18.54074 0.40 -0.67 -0.14
C 14.15094 -10.71833 25.77945 2.22 -0.36 -0.14
C 12.90515 -10.63480 23.11213 -0.03 -0.69 -0.19
O 20.98150 -9.61447 19.26049 3.26 0.83 1.08
H 17.43509 -7.27858 16.59194 -0.13 -0.44 0.15
O 18.39899 -9.77787 20.83384 -1.35 2.18 1.36
H 15.71018 -11.80608 18.17727 0.00 0.04 -0.07
O 13.25870 -11.25626 20.82483 -0.66 0.67 -0.68
O 19.26373 -6.88451 19.69549 0.87 0.32 -0.25
H 12.01680 -11.29615 19.11794 -0.10 -0.10 0.39
H 17.58869 -9.84051 16.17882 0.07 0.09 0.16
H 11.64371 -11.88629 21.83492 0.04 -0.05 0.31
C 21.42985 -13.41255 25.35615 -1.16 -0.05 -0.69
O 15.65400 -7.31800 22.81094 0.09 -0.40 0.55
H 18.87629 -7.13176 21.70910 0.58 -0.30 -0.27
H 15.44770 -10.16220 24.02552 -0.44 0.51 0.41
H 19.56133 -5.52105 21.30118 0.52 -0.21 -0.30
H 14.96508 -10.45902 26.47178 -0.13 0.19 0.25
H 17.91403 -5.96260 20.95607 -0.01 0.15 -0.34
C 19.50605 -5.92637 18.65761 -0.43 -0.50 -0.45
H 20.69992 -11.13040 24.39390 -0.26 -0.12 0.52
H 13.22395 -9.59190 23.06844 0.31 -0.06 0.19
O 16.61163 -14.82667 23.13436 -1.29 1.65 0.65
O 13.63099 -11.97480 26.17378 -0.79 0.03 0.12
H 15.70247 -11.70642 24.61972 -0.27 -0.25 0.27
H 19.05544 -12.37411 25.79004 -0.32 -0.31 0.22
C 13.54833 -6.03806 22.74383 -0.06 1.15 0.18
Fe 15.25529 -11.46003 21.47517 -0.88 -2.18 1.21
H 21.24046 -13.18658 26.40901 0.50 -0.07 0.25
C 14.47263 -7.03785 18.17859 -0.07 -0.68 -0.39
P 16.53729 -13.73648 22.07523 0.86 -5.27 -1.23
O 15.78610 -9.51112 21.37548 0.09 3.54 0.32
H 13.82712 -6.15953 18.12377 -0.05 0.02 0.03
O 20.63391 -12.18640 20.05530 4.24 -0.09 0.27
O 19.34623 -10.97468 18.72805 -3.60 -0.26 -2.80
H 13.48132 -9.85478 25.77676 -0.64 -0.38 -0.13
P 20.89101 -11.13854 18.91556 -2.46 0.05 -1.97
O 18.01540 -13.19841 18.38650 0.48 -0.58 -0.12
H 15.60562 -9.15029 17.66198 0.02 0.01 -0.06
H 12.56044 -12.85394 27.76408 -0.06 -0.24 -0.83
C 14.36919 -7.83203 16.87805 0.42 0.86 -0.65
N 19.94800 -11.80201 22.60961 1.69 1.51 -0.25
H 11.53350 -10.19290 21.51765 0.45 0.30 -0.41
H 18.09003 -10.49026 24.93636 -0.17 0.20 -0.08
H 18.53987 -5.49512 18.37471 -0.03 0.16 -0.01
H 14.25338 -6.96615 24.24571 -0.09 -0.06 -0.05
H 15.73794 -8.20573 22.34732 -0.24 0.41 -0.13
H 22.08601 -14.25715 25.16630 0.08 -0.09 0.43
C 14.89218 -6.41738 22.07706 -0.65 -0.24 -1.16
C 19.49657 -10.90802 15.05327 0.11 -0.81 1.79
```
Positions in Å, forces in eV/Å.